(1)
{"formula": "C37H58As3SbSi3Zn", "method": "wB97M-V/def2-TZVPD", "symbols": ["Zn", "C", "As", "C", "C", "C", "C", "C", "C", "C", "As", "C", "C", "H", "H", "H", "H", "H", "H", "H", "H", "H", "H", "H", "H", "H", "H", "H", "H", "C", "C", "C", "C", "C", "C", "Sb", "C", "C", "C", "C", "C", "C", "C", "C", "C", "C", "C", "C", "H", "H", "H", "H", "H", "H", "H", "H", "H", "H", "H", "H", "H", "H", "H", "C", "Si", "C", "C", "As", "Si", "C", "C", "C", "Si", "C", "C", "C", "H", "H", "H", "H", "H", "H", "H", "H", "H", "H", "H", "H", "H", "H", "H", "H", "H", "H", "H", "H", "H", "H", "H", "H", "H", "H", "H"], "coordinates": [[-0.3913, 0.4375, 0.2262], [0.4310, -0.4477, 4.3789], [0.0000, 0.6325, 2.8140], [-1.7172, 1.3275, 3.4347], [1.0417, 2.2646, 3.0438], [1.7790, 2.4596, 4.2081], [2.4424, 3.6548, 4.4397], [2.3694, 4.6739, 3.5023], [1.6534, 4.4788, 2.3324], [0.9920, 3.2799, 2.0844], [0.0447, 3.0557, 0.3934], [-1.0369, 4.6778, 0.3025], [1.4650, 3.5245, -0.8599], [0.0539, 0.0533, 5.2684], [1.5007, -0.6213, 4.4747], [-0.0676, -1.4108, 4.2754], [-1.5552, 1.9518, 4.3122], [-2.3614, 0.4920, 3.7054], [-2.1992, 1.9231, 2.6592], [1.8296, 1.6749, 4.9515], [3.0082, 3.7871, 5.3520], [2.8675, 5.6179, 3.6767], [1.6149, 5.2778, 1.6014], [-0.3950, 5.5418, 0.4597], [-1.8078, 4.6628, 1.0707], [-1.5059, 4.7548, -0.6770], [1.7798, 4.5557, -0.7070], [1.1027, 3.4247, -1.8838], [2.3294, 2.8752, -0.7273], [6.9867, 0.5567, 0.3266], [6.0777, 0.5402, 1.3750], [4.7262, 0.3578, 1.1221], [4.2851, 0.1840, -0.1846], [5.1856, 0.2451, -1.2394], [6.5372, 0.4233, -0.9786], [2.2296, -0.3159, -0.5705], [2.4110, -0.7504, -2.6517], [3.1933, -1.7918, -3.1447], [3.3456, -1.9522, -4.5136], [2.7488, -1.0581, -5.3931], [1.9971, 0.0011, -4.9060], [1.8227, 0.1458, -3.5378], [2.2167, -2.2120, 0.4304], [2.1746, -3.4343, -0.2301], [2.1610, -4.6176, 0.4965], [2.2016, -4.5891, 1.8826], [2.2446, -3.3711, 2.5474], [2.2401, -2.1887, 1.8233], [8.0422, 0.6791, 0.5279], [6.4164, 0.6661, 2.3949], [4.0283, 0.3520, 1.9520], [4.8490, 0.1584, -2.2632], [7.2349, 0.4523, -1.8052], [3.7055, -2.4595, -2.4618], [3.9457, -2.7672, -4.8964], [2.8807, -1.1778, -6.4602], [1.5540, 0.7077, -5.5963], [1.2379, 0.9748, -3.1555], [2.1624, -3.4701, -1.3128], [2.1291, -5.5661, -0.0246], [2.2090, -5.5125, 2.4461], [2.2969, -3.3427, 3.6286], [2.2802, -1.2393, 2.3503], [-4.6850, 0.1115, 2.2297], [-4.5644, 0.5253, 0.3940], [-6.0799, -0.1852, -0.4571], [-4.3379, 2.3692, 0.0715], [-2.5458, -0.4727, -0.5486], [-2.6274, -0.0671, -2.9232], [-1.6138, -1.3785, -3.8037], [-4.4014, -0.1385, -3.5348], [-1.9296, 1.6842, -3.0490], [-2.5002, -2.8176, -0.0105], [-1.3438, -3.7091, -1.1904], [-4.2668, -3.4408, -0.1607], [-1.7934, -2.8260, 1.7386], [-5.7393, 0.0571, 2.5080], [-4.2215, 0.8668, 2.8628], [-4.2379, -0.8569, 2.4605], [-6.9728, 0.2599, -0.0118], [-6.1426, -1.2637, -0.3097], [-6.1085, 0.0168, -1.5256], [-5.0262, 2.9599, 0.6792], [-4.5419, 2.6041, -0.9755], [-3.3197, 2.6941, 0.3004], [-2.1893, -2.3024, -3.8888], [-0.6743, -1.6048, -3.3013], [-1.3749, -1.0491, -4.8168], [-4.9239, -0.9993, -3.1144], [-4.4123, -0.2505, -4.6211], [-4.9602, 0.7662, -3.2920], [-0.8568, 1.7033, -2.8447], [-2.4188, 2.3419, -2.3263], [-2.0844, 2.1058, -4.0443], [-1.8044, -3.8505, -2.1691], [-1.0992, -4.6964, -0.7923], [-0.4085, -3.1646, -1.3246], [-4.7020, -3.1059, -1.1044], [-4.8941, -3.0833, 0.6574], [-4.2958, -4.5319, -0.1511], [-0.8182, -2.3296, 1.7528], [-1.6540, -3.8430, 2.1105], [-2.4544, -2.3065, 2.4363]], "atomic_forces_ev_per_a": [[0.226, 0.451, 0.324], [0.074, -0.144, -0.199], [-0.387, 0.388, 0.028], [0.052, -0.052, 0.074], [0.077, -0.145, -0.038], [-0.045, -0.111, 0.029], [0.001, 0.006, -0.042], [0.015, -0.014, 0.028], [-0.028, 0.045, -0.135], [-0.066, -0.056, -0.007], [0.397, -0.048, -0.063], [-0.151, -0.212, 0.035], [-0.042, 0.019, -0.132], [0.017, 0.064, -0.024], [0.002, 0.035, -0.042], [-0.012, 0.014, -0.042], [0.051, -0.004, 0.004], [0.057, 0.026, -0.045], [0.033, -0.034, -0.026], [0.029, 0.031, 0.041], [-0.006, 0.019, 0.000], [0.019, -0.014, 0.004], [0.024, 0.020, 0.019], [0.058, -0.030, 0.004], [0.006, -0.029, -0.002], [0.014, -0.051, -0.012], [-0.036, 0.003, 0.054], [-0.047, -0.004, 0.029], [-0.038, -0.036, 0.086], [-0.019, -0.002, -0.026], [-0.036, -0.004, 0.064], [-0.055, 0.019, 0.064], [-0.473, 0.219, 0.067], [-0.079, 0.038, -0.055], [0.047, 0.000, -0.011], [0.120, -0.636, -0.214], [-0.095, 0.122, 0.361], [0.015, -0.034, 0.128], [0.034, -0.034, -0.035], [-0.010, 0.019, 0.004], [-0.015, -0.057, -0.095], [-0.077, 0.053, 0.055], [-0.080, 0.234, -0.193], [-0.016, 0.067, -0.060], [-0.009, -0.077, -0.015], [-0.018, 0.016, 0.014], [0.012, 0.030, 0.053], [0.036, 0.069, -0.039], [-0.002, 0.024, -0.008], [0.027, -0.006, -0.009], [0.015, -0.022, 0.014], [0.010, -0.055, -0.035], [0.021, 0.015, 0.027], [0.009, -0.021, -0.074], [0.003, 0.005, 0.012], [0.013, -0.015, 0.008], [-0.017, 0.014, 0.046], [-0.029, 0.042, -0.045], [-0.063, -0.064, 0.041], [0.019, 0.008, 0.006], [-0.002, -0.005, -0.013], [-0.025, -0.019, 0.001], [0.036, -0.071, 0.004], [0.109, 0.067, -0.257], [-0.135, 0.138, 0.147], [0.364, 0.062, -0.032], [-0.032, -0.299, -0.002], [0.079, -0.123, -0.056], [-0.049, 0.125, -0.242], [-0.081, 0.180, 0.215], [0.241, 0.008, 0.177], [-0.032, -0.267, 0.022], [0.051, -0.203, 0.084], [-0.221, 0.238, 0.056], [0.319, 0.137, 0.090], [-0.190, 0.047, -0.220], [-0.031, -0.004, -0.068], [-0.074, -0.044, -0.091], [-0.025, -0.006, 0.030], [0.041, 0.050, 0.077], [-0.021, 0.002, 0.011], [-0.020, 0.009, 0.049], [-0.036, -0.035, 0.020], [0.024, 0.002, -0.002], [-0.013, -0.014, 0.020], [-0.003, 0.028, 0.018], [0.080, 0.009, 0.014], [-0.030, 0.069, -0.025], [-0.023, 0.005, -0.050], [0.087, 0.022, -0.015], [-0.008, -0.019, 0.022], [0.021, -0.035, 0.019], [-0.042, -0.007, -0.019], [-0.017, -0.042, -0.021], [0.015, 0.007, 0.024], [-0.024, 0.009, 0.069], [0.038, -0.005, 0.008], [-0.020, -0.034, -0.001], [-0.014, 0.013, -0.008], [0.046, -0.012, 0.022], [0.034, -0.062, -0.032], [-0.008, -0.035, -0.050], [0.008, 0.010, 0.005]], "lowdin_charge": [0.0562, -0.2658, 1.0951, -0.2760, -0.4218, -0.0958, -0.0457, -0.0453, -0.0960, -0.4146, 1.0957, -0.2606, -0.2792, 0.0474, 0.0311, 0.0323, 0.0528, 0.0215, 0.0119, 0.0940, 0.1197, 0.1201, 0.1002, 0.0345, 0.0327, 0.0355, 0.0393, 0.0268, 0.0093, -0.0579, -0.0675, -0.1337, -0.3547, -0.1157, -0.0587, 1.4921, -0.3990, -0.1319, -0.0541, -0.0544, -0.0691, -0.1579, -0.3773, -0.1332, -0.0627, -0.0600, -0.0728, -0.1754, 0.1154, 0.1124, 0.0845, 0.0923, 0.1155, 0.1039, 0.1170, 0.1161, 0.1137, 0.0634, 0.0847, 0.1162, 0.1150, 0.1113, 0.0505, -0.1962, 0.3640, -0.1882, -0.2101, 0.7939, 0.3331, -0.2003, -0.2051, -0.2162, 0.3315, -0.1958, -0.2038, -0.2162, 0.0485, 0.0052, 0.0137, 0.0518, 0.0221, 0.0066, 0.0470, 0.0315, -0.0119, 0.0343, 0.0097, 0.0451, 0.0258, 0.0480, 0.0323, -0.0113, 0.0088, 0.0474, 0.0283, 0.0468, 0.0059, 0.0271, 0.0294, 0.0452, -0.0128, 0.0467, 0.0150], "charge": 2, "spin_multiplicity": 1, "relative_energy_kj_mol": 0.0, "gap_ev": 8.4584}

***

(2)
{"formula": "C37H58AsCl2CsN8O4PS2Si2", "method": "wB97M-V/def2-TZVPD", "symbols": ["Cs", "O", "C", "O", "C", "C", "N", "N", "C", "C", "O", "O", "H", "H", "H", "N", "P", "C", "C", "C", "C", "C", "C", "C", "C", "C", "C", "C", "C", "C", "C", "C", "C", "C", "N", "H", "H", "H", "H", "H", "H", "H", "H", "H", "H", "H", "H", "H", "H", "H", "C", "N", "C", "S", "N", "C", "H", "H", "H", "H", "H", "H", "H", "H", "Cl", "C", "Cl", "H", "H", "C", "N", "C", "C", "S", "N", "C", "C", "H", "H", "H", "H", "H", "H", "H", "H", "H", "H", "H", "H", "C", "Si", "C", "C", "As", "Si", "C", "C", "C", "H", "H", "H", "H", "H", "H", "H", "H", "H", "H", "H", "H", "H", "H", "H", "H", "H", "H"], "coordinates": [[0.6464, 0.5980, 0.4563], [-0.3195, 7.1462, 1.5769], [0.5867, 6.8007, 2.4594], [1.1168, 7.5983, 3.2071], [0.9326, 5.3520, 2.5527], [1.8914, 4.8987, 3.4276], [1.9508, 3.5658, 3.2786], [1.0910, 3.1027, 2.3634], [0.4590, 4.1756, 1.9059], [-0.5798, 4.0280, 0.8071], [-1.0695, 5.0985, 0.3649], [-0.8498, 2.8735, 0.4362], [-0.6391, 6.3182, 1.0424], [2.5098, 5.4439, 4.1193], [2.5716, 2.9166, 3.7297], [-1.4000, 0.0060, 4.7509], [-1.7332, 0.6192, 3.1616], [-2.5930, -0.7990, 2.3863], [-2.9008, -0.6491, 1.0359], [-3.4746, -1.6896, 0.3209], [-3.7428, -2.8939, 0.9572], [-3.4315, -3.0543, 2.3016], [-2.8524, -2.0131, 3.0135], [-3.1508, 1.6795, 3.6203], [-4.3308, 1.1840, 4.1762], [-5.3642, 2.0452, 4.5063], [-5.2326, 3.4096, 4.2700], [-4.0704, 3.9090, 3.7039], [-3.0311, 3.0450, 3.3806], [-0.2598, -0.7163, 4.9951], [0.1334, -1.0544, 6.3007], [1.2737, -1.8067, 6.4647], [2.0028, -2.2040, 5.3464], [1.5375, -1.8140, 4.1051], [0.4320, -1.0917, 3.9178], [-1.9659, 0.2807, 5.5366], [-2.6885, 0.2924, 0.5366], [-3.6668, -1.5613, -0.7367], [-4.1792, -3.7141, 0.4005], [-3.6282, -3.9991, 2.7943], [-2.5866, -2.1481, 4.0556], [-4.4462, 0.1156, 4.3263], [-6.2798, 1.6538, 4.9324], [-6.0459, 4.0806, 4.5171], [-3.9686, 4.9670, 3.5004], [-2.1280, 3.4282, 2.9223], [-0.4532, -0.7245, 7.1486], [1.5982, -2.0837, 7.4604], [2.8997, -2.8007, 5.4322], [2.0695, -2.1031, 3.2066], [3.3174, -0.4285, -2.3026], [2.2516, 0.4833, -2.6423], [2.2872, 1.8180, -2.3954], [3.6606, 2.5805, -1.7788], [1.1235, 2.4360, -2.6457], [0.8425, 3.8405, -2.4312], [3.2142, -1.3256, -2.9170], [3.2895, -0.7245, -1.2477], [4.2792, 0.0408, -2.4985], [1.3329, 0.0923, -2.8487], [0.3364, 1.8357, -2.8999], [1.6674, 4.2891, -1.8838], [-0.0735, 3.9462, -1.8498], [0.7271, 4.3634, -3.3835], [3.6315, 0.5074, 2.3567], [5.3553, 0.1384, 2.1903], [6.0569, 0.8514, 0.7401], [5.4430, -0.9411, 2.1301], [5.8668, 0.5385, 3.0572], [1.1931, -4.3053, -1.1387], [2.6082, -4.2015, -1.4762], [2.9425, -4.5028, -2.8629], [3.4588, -3.5622, -0.6467], [2.9307, -2.7547, 0.7239], [4.7864, -3.6017, -1.0052], [5.7068, -2.6580, -0.4001], [5.4034, -4.8817, -1.3265], [0.7526, -5.0821, -1.7625], [0.6701, -3.3608, -1.3163], [1.0753, -4.5651, -0.0901], [2.1251, -4.1764, -3.5020], [3.0975, -5.5733, -3.0222], [3.8408, -3.9652, -3.1558], [5.2698, -1.6636, -0.3856], [6.6126, -2.6353, -1.0077], [5.9700, -2.9445, 0.6246], [4.6500, -5.6537, -1.4465], [6.0637, -5.1825, -0.5066], [5.9960, -4.8196, -2.2420], [-2.6661, 2.4395, -4.3680], [-3.0601, 1.0931, -3.1055], [-3.6532, 1.9681, -1.5512], [-4.5429, 0.1264, -3.7751], [-1.2478, -0.2555, -2.5909], [-1.1568, -1.5189, -4.5076], [-1.4952, -0.6471, -6.1492], [0.6166, -2.1733, -4.6418], [-2.2763, -3.0423, -4.4765], [-3.5554, 3.0376, -4.5917], [-2.2890, 2.0180, -5.3015], [-1.9028, 3.1128, -3.9696], [-4.3642, 2.7565, -1.8184], [-2.8291, 2.4305, -1.0011], [-4.1705, 1.2730, -0.8844], [-5.3866, 0.8001, -3.9569], [-4.8610, -0.6287, -3.0521], [-4.3145, -0.3861, -4.7119], [-0.8079, 0.1908, -6.2842], [-2.5129, -0.2579, -6.2124], [-1.3516, -1.3455, -6.9805], [1.2970, -1.3757, -4.9523], [0.7069, -2.9985, -5.3555], [0.9471, -2.5216, -3.6599], [-3.3255, -2.7464, -4.4048], [-2.0498, -3.6567, -3.6013], [-2.1521, -3.6555, -5.3754]], "atomic_forces_ev_per_a": [[0.233, -0.409, -0.095], [0.081, 0.017, -0.015], [-0.184, -0.003, 0.100], [0.070, 0.010, -0.037], [0.059, -0.025, 0.063], [0.014, -0.016, -0.012], [0.000, -0.039, 0.012], [0.008, 0.053, -0.075], [-0.007, 0.064, -0.075], [0.081, -0.016, 0.126], [-0.069, -0.064, -0.039], [-0.212, 0.325, -0.052], [-0.028, 0.023, -0.006], [-0.002, 0.007, -0.001], [0.002, 0.004, 0.001], [0.018, 0.038, -0.010], [-0.004, 0.006, 0.029], [0.009, 0.019, -0.013], [-0.015, 0.008, 0.015], [-0.006, 0.008, 0.010], [-0.004, 0.010, -0.009], [-0.005, -0.006, -0.004], [0.016, 0.002, 0.010], [-0.008, -0.007, 0.008], [0.007, -0.016, -0.010], [-0.004, 0.006, -0.002], [0.000, 0.003, 0.000], [0.009, -0.002, 0.001], [-0.012, 0.005, 0.013], [-0.026, 0.015, -0.024], [0.007, -0.010, 0.012], [-0.003, 0.008, 0.003], [0.002, 0.005, -0.011], [0.000, -0.030, 0.014], [0.047, -0.009, 0.038], [-0.004, -0.005, -0.003], [0.032, -0.032, -0.050], [-0.005, -0.005, -0.002], [0.001, 0.003, 0.000], [0.001, 0.001, 0.000], [-0.003, -0.001, -0.003], [0.000, 0.004, -0.001], [0.000, 0.002, 0.000], [0.001, 0.002, -0.001], [-0.005, 0.002, 0.001], [0.003, -0.003, 0.002], [-0.004, 0.004, -0.004], [0.001, -0.001, -0.001], [0.000, 0.002, 0.004], [-0.003, -0.003, -0.003], [-0.027, -0.012, -0.006], [0.009, 0.010, -0.047], [-0.035, -0.029, 0.090], [-0.016, -0.012, 0.008], [-0.035, 0.014, 0.000], [-0.005, 0.012, 0.021], [-0.015, 0.001, 0.002], [0.040, 0.031, -0.017], [0.001, -0.005, -0.023], [0.007, -0.005, -0.041], [0.012, 0.009, 0.004], [-0.006, -0.005, 0.014], [-0.008, 0.004, -0.022], [0.021, -0.002, -0.003], [0.002, 0.150, 0.136], [-0.036, -0.108, -0.014], [0.008, 0.010, -0.002], [-0.004, 0.003, -0.022], [0.004, -0.010, 0.000], [0.015, 0.010, -0.004], [0.004, 0.013, -0.001], [-0.003, -0.005, -0.021], [-0.091, -0.003, -0.019], [0.049, 0.047, 0.060], [0.031, -0.018, 0.000], [-0.005, 0.002, -0.009], [0.003, 0.000, 0.024], [-0.004, 0.001, -0.002], [-0.001, -0.006, -0.001], [0.007, 0.001, 0.003], [0.003, -0.015, 0.005], [0.006, 0.000, 0.007], [-0.013, -0.001, -0.003], [0.021, -0.015, 0.000], [0.005, 0.001, 0.003], [0.005, -0.006, 0.000], [0.007, -0.004, 0.006], [0.007, -0.002, -0.001], [-0.002, 0.002, -0.002], [-0.006, 0.007, -0.006], [0.064, -0.061, 0.029], [-0.023, 0.013, -0.027], [-0.009, 0.019, -0.013], [-0.076, -0.062, -0.053], [0.000, 0.091, 0.043], [0.011, -0.028, -0.025], [0.012, -0.001, 0.005], [0.001, -0.007, -0.010], [0.000, 0.001, -0.002], [0.003, 0.008, 0.006], [0.006, 0.000, -0.005], [0.000, 0.001, 0.010], [-0.009, -0.010, 0.006], [0.011, 0.004, 0.009], [-0.001, -0.004, -0.001], [0.004, -0.002, 0.001], [0.006, -0.006, -0.007], [-0.003, 0.003, 0.005], [-0.006, 0.003, 0.009], [-0.002, 0.008, -0.004], [0.002, 0.001, -0.001], [0.002, -0.004, 0.002], [-0.026, 0.021, -0.007], [-0.002, -0.001, 0.003], [-0.001, 0.001, 0.002], [-0.005, -0.003, 0.002]], "lowdin_charge": [0.6737, 0.1009, -0.5272, 0.0576, -0.0558, -0.0184, -0.0061, 0.0534, -0.1503, -0.6331, 0.0102, -0.2472, 0.0431, 0.1310, 0.1201, -0.1312, 1.0288, -0.3766, -0.1264, -0.0839, -0.0883, -0.0934, -0.1024, -0.3519, -0.0938, -0.0923, -0.0915, -0.0685, -0.0744, -0.4082, -0.0291, -0.0895, -0.0848, -0.1646, 0.1047, 0.1003, 0.0698, 0.0757, 0.0977, 0.0959, 0.0943, 0.1015, 0.0975, 0.0984, 0.1083, 0.0868, 0.1037, 0.1017, 0.0952, 0.0273, -0.1346, -0.0893, -0.9247, 0.5712, -0.0610, -0.0903, 0.0728, 0.0283, 0.0522, 0.0009, 0.0217, 0.0404, 0.0670, 0.0824, 0.5036, -0.9889, 0.5431, 0.0049, 0.0239, -0.0791, -0.1925, -0.0537, -0.7832, 0.6722, -0.2247, -0.1165, -0.0646, 0.0909, 0.0829, 0.0631, 0.0625, 0.0894, 0.0893, 0.0271, 0.0946, 0.0802, 0.0784, 0.0915, 0.0919, -0.2261, 0.1338, -0.2265, -0.2375, 0.6410, 0.1112, -0.2397, -0.2561, -0.2428, 0.0234, 0.0022, 0.0115, 0.0296, 0.0057, 0.0121, 0.0217, 0.0135, -0.0006, 0.0214, 0.0043, 0.0201, 0.0245, 0.0263, -0.0205, 0.0075, 0.0110, 0.0170], "charge": -1, "spin_multiplicity": 1, "relative_energy_kj_mol": 4.7, "gap_ev": 5.4983}

***

no.,LUMO energy (eV)
1,-5.1
2,1.5